Entry 1:
Entry from the Open Molecules 2025 dataset: a 5-piece molecular cluster, C31H31N6O8 overall in a non-equilibrium geometry (ωB97M-V/def2-TZVPD).

```
76
Properties=species:S:1:pos:R:3:forces:R:3
N -8.42324 2.64619 -3.54362 1.4 1.6 -0.1
C -7.96737 2.76769 -4.98109 -1.1 0.6 -1.5
C -7.50926 1.36091 -5.68735 0.5 0.3 -0.2
C -6.18843 0.64783 -5.02404 2.9 -2.7 -0.2
C -5.44052 -0.51154 -5.96954 2.1 0.0 3.3
C -4.11548 -1.36708 -5.46146 -2.7 3.8 3.2
C -3.58782 -0.99496 -3.91922 -3.7 2.5 -1.6
C -4.37987 0.19955 -3.06386 0.3 -2.7 -3.9
N -5.60142 0.93167 -3.65720 2.1 -3.0 -2.2
H -9.35571 3.10043 -3.37458 1.3 -0.7 -0.5
H -7.73232 3.23647 -2.99012 -1.5 -1.0 -0.7
H -7.12016 3.58554 -5.15194 -1.7 -1.9 0.5
H -8.90598 3.16375 -5.60334 2.2 -1.0 1.1
H -8.37778 0.55811 -5.78140 1.9 1.7 0.6
H -7.21690 1.63426 -6.81205 -0.4 -0.7 2.5
H -5.85044 -0.77312 -7.04787 0.7 0.9 2.6
H -3.60113 -2.20239 -6.10397 -1.2 1.9 1.4
H -2.67893 -1.56274 -3.44071 -2.1 1.4 -1.0
H -3.95393 0.41008 -1.98533 -1.4 0.0 -2.4
H -6.02110 1.66522 -3.04297 0.2 -1.0 -0.9
C -5.08231 1.38239 0.75106 0.2 0.1 0.1
C -3.89376 0.76253 1.14001 -0.1 0.4 0.1
C -3.01492 1.41548 2.00643 0.0 0.1 0.1
C -3.33996 2.69295 2.48307 -0.7 -0.6 -0.7
C -4.52882 3.32074 2.08814 0.1 0.0 0.0
C -5.39848 2.65898 1.21899 0.3 -0.2 0.1
N -2.43241 3.37400 3.41419 0.9 0.6 1.1
O -1.38152 2.79362 3.72482 -1.8 0.7 -0.4
O -2.77068 4.48789 3.83947 0.5 -1.6 -0.7
H -5.76709 0.86698 0.07977 0.0 0.0 0.2
H -3.65362 -0.23190 0.76989 0.0 0.2 0.2
H -2.09271 0.91889 2.30016 -0.1 0.3 0.1
H -4.79115 4.31397 2.44650 0.3 -0.3 0.0
H -6.32528 3.13666 0.90895 0.2 -0.1 0.1
C 0.61717 4.24482 1.98020 0.1 0.1 -0.1
C 1.81401 3.53109 1.90069 0.0 0.3 -0.3
C 2.63086 3.65762 0.77547 -0.1 0.1 0.0
C 2.23988 4.50913 -0.26705 -0.6 -0.1 0.8
C 1.03515 5.22091 -0.19325 0.0 0.0 0.0
C 0.22518 5.08404 0.93586 0.4 -0.3 -0.1
N 3.10655 4.66599 -1.44125 0.8 0.2 -1.1
O 4.15498 4.00479 -1.47768 -1.5 1.0 0.0
O 2.74262 5.45328 -2.32655 0.5 -1.2 1.2
H -0.01369 4.14723 2.86207 0.3 0.1 -0.3
H 2.11198 2.87786 2.71804 -0.1 0.2 -0.2
H 3.56052 3.09468 0.72876 -0.2 0.3 -0.2
H 0.71715 5.88140 -0.99722 0.3 -0.2 0.1
H -0.71045 5.63469 1.00396 0.2 -0.1 0.0
C 5.65850 -1.49014 2.11058 -0.2 0.0 0.0
C 4.80290 -2.35178 2.79882 -0.1 0.3 -0.1
C 3.45865 -2.01487 2.96876 0.0 0.1 0.0
C 2.97863 -0.80920 2.43895 0.9 -0.3 -0.1
C 3.83709 0.06127 1.75426 0.0 0.0 0.0
C 5.18010 -0.28517 1.59310 -0.3 -0.2 0.2
N 1.56090 -0.46129 2.59215 -1.2 0.0 0.3
O 0.83771 -1.24849 3.22065 1.0 1.3 -1.0
O 1.16750 0.59702 2.08100 0.4 -1.5 0.6
H 6.70458 -1.75979 1.97571 -0.2 0.1 0.0
H 5.18353 -3.28843 3.20052 -0.2 0.2 -0.1
H 2.80473 -2.69715 3.50749 0.0 0.3 -0.2
H 3.47897 1.00242 1.34227 -0.1 -0.3 0.2
H 5.85381 0.38243 1.06048 -0.2 -0.1 0.1
C 8.77097 -7.28443 0.86198 -0.1 0.0 0.1
C 8.31615 -8.28798 1.71881 -0.2 0.4 0.0
C 7.16776 -8.08531 2.48661 0.0 0.1 0.0
C 6.47686 -6.86998 2.38463 0.8 -0.2 -0.5
C 6.93558 -5.85787 1.53101 0.0 -0.1 0.0
C 8.08686 -6.07109 0.77025 -0.2 -0.3 0.3
N 5.25469 -6.66054 3.17007 -1.1 -0.2 0.9
O 4.89182 -7.57254 3.92789 0.5 1.5 -1.2
O 4.65364 -5.58609 3.02746 0.7 -1.4 0.2
H 9.66370 -7.44923 0.26109 -0.2 0.0 0.1
H 8.85559 -9.23035 1.78592 -0.2 0.2 0.0
H 6.82620 -8.87729 3.14953 -0.1 0.3 -0.1
H 6.41191 -4.90800 1.44581 0.0 -0.3 0.1
H 8.44927 -5.29272 0.10239 -0.1 -0.1 0.2
```
Forces are in eV/Å.

Values from the calculation:
Largest force on an atom, Eh/bohr: 0.110
Molar mass, g/mol: 615.62
Total charge: +1
DFT total energy, eV: -57944.5520
LUMO level, eV: -5.0



Entry 2:
Entry from the Open Molecules 2025 dataset: a 6-piece molecular cluster, C21H43NO9S overall in a non-equilibrium geometry (ωB97M-V/def2-TZVPD).

```
75
Properties=species:S:1:pos:R:3:forces:R:3
C -5.94178 1.97040 -4.38752 -2.1 1.1 0.5
C -4.53859 1.68723 -4.62719 0.8 -2.0 0.6
O -4.08659 0.68034 -4.05838 0.3 1.1 -0.7
N -3.75218 2.46731 -5.41730 -0.5 -0.6 1.1
C -4.05856 3.74972 -6.00383 1.2 0.5 -0.9
H -6.60383 1.12467 -4.57332 0.3 0.0 -0.5
H -6.34231 2.88061 -4.83383 0.0 -0.2 -0.3
H -6.07732 2.09608 -3.31331 0.3 0.1 0.2
H -2.80715 2.19070 -5.19254 0.3 0.4 -0.6
H -4.81964 4.37518 -5.53729 0.0 -0.5 0.2
H -4.23275 3.67679 -7.07735 -0.6 -0.3 0.0
H -3.12689 4.31532 -6.01734 0.0 0.2 0.4
C 0.96566 -2.01990 -1.20052 -0.1 0.6 -1.7
C -0.29734 -1.06932 -1.18321 -0.4 -1.4 -0.8
O -0.27499 -0.35919 0.03020 1.5 0.6 1.2
S 1.30392 -0.00140 0.42725 -0.8 0.1 -2.2
O 1.41839 0.06664 1.87240 0.1 -0.4 -2.7
O 1.74447 1.12051 -0.45831 -0.8 -3.4 2.5
O 1.79326 -1.56840 -0.21405 1.4 3.3 3.7
H 1.57195 -1.96199 -2.10448 -0.5 0.3 -0.6
H 0.84622 -3.09266 -1.04879 -0.9 0.1 0.4
H -1.17519 -1.71498 -1.20738 -0.2 0.3 0.3
H -0.41882 -0.35908 -2.00108 0.6 -0.2 -0.2
C 3.24120 -4.44555 5.74912 -2.2 0.4 0.9
C 3.05652 -3.07644 5.10242 -1.9 -1.4 -1.2
C 4.22997 -2.29729 5.46270 1.1 -1.4 1.5
O 5.27909 -3.35489 5.55175 0.4 0.6 -0.3
C 4.69962 -4.65845 5.78044 0.0 0.3 -0.4
H 2.67709 -5.25979 5.29426 0.1 0.1 -0.4
H 2.80827 -4.38825 6.74781 0.2 0.0 0.3
H 2.10662 -2.62366 5.38662 0.0 0.1 -0.1
H 3.08185 -3.23148 4.02380 -0.3 0.2 -0.2
H 4.12293 -1.91765 6.47883 0.1 0.5 0.0
H 4.36698 -1.50331 4.72858 1.0 -0.2 0.2
H 4.94556 -5.13938 6.72718 0.7 0.5 0.1
H 4.92563 -5.37829 4.99378 0.7 0.3 -0.3
C 4.74692 1.85257 -4.55198 -0.6 -0.8 1.3
C 5.70957 1.65415 -3.37874 1.8 0.8 0.1
C 6.02098 0.17528 -3.37255 -1.4 -0.9 0.5
O 4.70889 -0.36773 -3.54214 -1.5 0.4 -1.9
C 4.01732 0.45928 -4.53823 0.7 -0.1 -1.0
H 5.31838 2.06727 -5.45500 -0.3 -0.3 -0.1
H 4.11597 2.70702 -4.30723 -0.2 -0.1 -0.3
H 5.30833 2.03233 -2.43849 -0.2 -0.4 0.0
H 6.61669 2.22428 -3.57921 0.1 0.2 0.2
H 6.29543 -0.41243 -2.49655 0.6 1.0 0.6
H 6.72706 -0.14738 -4.13769 -0.1 0.2 -0.6
H 2.92948 0.39144 -4.52752 -0.1 0.5 1.6
H 4.06138 0.05489 -5.54948 1.2 -0.6 -0.2
C -1.83628 5.75129 -1.23576 1.0 1.1 -2.2
C -2.81350 4.81157 -0.62108 0.0 -1.6 -0.7
C -2.22420 4.54704 0.72573 -0.1 0.3 1.4
O -1.41541 5.67434 0.94099 -0.1 0.8 3.1
C -0.73298 5.94560 -0.21578 -0.7 0.1 -0.8
H -2.28118 6.69911 -1.53873 -0.1 0.1 0.4
H -1.38233 5.39341 -2.15986 -0.2 -0.3 -0.2
H -2.70190 3.87543 -1.16816 -1.1 -0.1 -0.3
H -3.81658 5.23387 -0.56110 0.0 -0.4 -0.2
H -1.61173 3.65650 0.86688 0.1 -0.4 -0.7
H -2.97220 4.47823 1.51558 0.0 0.3 0.1
H 0.05938 5.20249 -0.30556 0.5 0.2 -0.4
H -0.41211 6.98633 -0.26064 0.5 -0.2 0.4
C -2.44585 -3.59084 4.24030 1.3 0.8 1.1
C -3.64273 -3.25414 3.41391 -1.5 -0.7 -0.2
C -4.42226 -4.59980 3.44440 0.3 0.2 -2.0
O -3.66447 -5.57331 4.10756 -0.1 -0.2 0.7
C -2.68474 -4.91679 4.89119 0.0 -1.5 -0.1
H -2.26611 -2.93050 5.08867 0.2 0.7 -0.4
H -1.52679 -3.71820 3.66828 -0.1 0.5 -0.2
H -3.48951 -3.00212 2.36456 0.5 0.2 0.2
H -4.31068 -2.49295 3.81704 0.4 0.2 0.2
H -4.41165 -4.99447 2.42842 -0.8 0.2 -0.2
H -5.44388 -4.41628 3.77717 0.0 -0.6 0.4
H -1.74948 -5.47202 4.81979 -0.1 -0.4 0.2
H -3.00861 -4.96485 5.93085 0.0 0.6 0.2
```
Forces are in eV/Å.

Values from the calculation:
Largest force on an atom, Eh/bohr: 0.100
Molar mass, g/mol: 485.64
Structure (SMILES): O=S1(=O)OCCO1.CNC(C)=O.C1CCOC1.C1CCOC1.C1CCOC1.C1CCOC1
Total charge: 0
DFT total energy, eV: -53221.0440
LUMO level, eV: 0.3
Energy above the lowest of the compared OMol25 structures with the same formula, charge and spin, kJ/mol: 307.5



Entry 3:
Entry from the Open Molecules 2025 dataset: a 2-piece molecular cluster, C5H6O overall in a non-equilibrium geometry (ωB97M-V/def2-TZVPD).

```
12
Properties=species:S:1:pos:R:3:forces:R:3
C 2.08676 -1.21045 0.22080 -1.9 2.9 -0.3
C 1.60572 0.01599 -0.16661 1.4 -3.1 0.2
C -3.01168 -0.91903 0.51782 0.2 0.2 -0.1
C 0.69504 -1.06014 0.00391 0.2 0.1 0.0
C 2.00781 1.36440 -0.59598 1.3 -1.4 0.4
O -4.20826 -0.96149 0.43689 0.1 -0.4 0.4
H 2.90491 -1.73071 0.63962 0.6 -0.8 0.0
H -2.44792 -0.23640 -0.10620 0.4 0.5 -0.5
H -2.34549 -1.50485 1.18366 -0.6 -0.2 0.1
H 1.08895 1.92864 -0.51916 0.4 1.0 -0.6
H 2.47057 1.15279 -1.62122 -0.9 1.0 1.2
H 2.85135 1.64435 0.11171 -1.2 0.3 -1.0
```
Forces are in eV/Å.

Values from the calculation:
Largest force on an atom, Eh/bohr: 0.067
Molar mass, g/mol: 82.10
Structure (SMILES): CC1=C=C1.C=O
Total charge: 0
DFT total energy, eV: -7324.4371
LUMO level, eV: 0.7
Energy above the lowest of the compared OMol25 structures with the same formula, charge and spin, kJ/mol: 467.7